169
Properties=species:S:1:pos:R:3 method="wB97M-V/def2-TZVPD" homo_energy_ev=-8.614 multiplicity=1 homo_lumo_gap_ev=8.971 e_tot_ev=-82221.1489 e_lumo_ev=0.36 charge=0 e_above_lowest_kcal_mol=25.2
C 2.861 5.134 -1.929
C 2.737 4.940 -3.434
C 2.413 3.462 -3.640
O 2.878 2.803 -2.443
C 3.429 3.759 -1.562
H 1.905 5.319 -1.438
H 3.581 5.922 -1.721
H 3.698 5.203 -3.877
H 1.967 5.575 -3.879
H 3.015 3.154 -4.497
H 1.346 3.265 -3.719
H 4.523 3.818 -1.672
H 3.263 3.467 -0.522
C -2.885 -5.711 1.601
C -2.288 -4.315 1.944
C -0.997 -4.248 1.106
O -0.802 -5.553 0.557
C -2.090 -6.102 0.378
H -3.967 -5.646 1.503
H -2.672 -6.336 2.470
H -2.088 -4.206 3.010
H -2.939 -3.486 1.669
H -0.126 -3.986 1.702
H -1.127 -3.576 0.251
H -1.974 -7.176 0.219
H -2.553 -5.743 -0.555
C -3.061 3.576 1.357
C -4.381 4.157 1.875
C -5.455 3.462 1.022
O -4.852 2.240 0.569
C -3.462 2.428 0.419
H -2.418 3.221 2.164
H -2.441 4.310 0.840
H -4.451 5.208 1.587
H -4.574 4.032 2.935
H -5.786 4.007 0.135
H -6.300 3.126 1.625
H -3.260 2.657 -0.641
H -2.938 1.485 0.581
C -3.666 0.120 -2.871
C -5.079 0.703 -2.981
C -5.914 -0.476 -3.497
O -5.325 -1.601 -2.881
C -3.922 -1.398 -3.014
H -3.208 0.419 -1.928
H -3.108 0.567 -3.695
H -5.159 1.492 -3.733
H -5.499 1.055 -2.039
H -5.798 -0.571 -4.589
H -6.972 -0.388 -3.256
H -3.601 -1.709 -4.015
H -3.441 -2.000 -2.245
C 0.074 -0.365 -4.553
C 1.573 -0.353 -4.370
C 1.925 -1.835 -4.576
O 0.771 -2.570 -4.151
C -0.339 -1.713 -3.917
H -0.278 -0.382 -5.584
H -0.413 0.468 -4.036
H 1.895 -0.145 -3.343
H 2.075 0.363 -5.020
H 2.784 -2.155 -3.992
H 1.965 -2.015 -5.656
H -0.565 -1.624 -2.847
H -1.214 -2.100 -4.442
C -3.928 0.817 4.613
C -2.993 -0.369 4.810
C -1.603 0.232 4.932
O -1.795 1.510 5.519
C -3.067 2.014 5.096
H -4.813 0.806 5.245
H -4.202 1.036 3.581
H -3.119 -1.134 4.046
H -3.233 -0.812 5.780
H -1.117 0.314 3.951
H -0.995 -0.392 5.585
H -2.851 2.703 4.273
H -3.548 2.558 5.908
C 3.650 -4.869 -0.446
C 3.043 -3.516 -0.200
C 1.957 -3.457 -1.329
O 2.302 -4.459 -2.283
C 3.566 -5.024 -1.939
H 3.057 -5.667 0.014
H 4.674 -5.007 -0.090
H 3.696 -2.642 -0.280
H 2.615 -3.405 0.798
H 1.789 -2.505 -1.833
H 1.004 -3.684 -0.841
H 4.324 -4.348 -2.367
H 3.691 -6.040 -2.300
C -2.933 3.960 -3.801
C -1.467 3.939 -3.384
C -1.237 5.255 -2.639
O -2.229 6.152 -3.141
C -3.123 5.474 -4.002
H -3.618 3.599 -3.030
H -3.129 3.372 -4.696
H -0.868 3.789 -4.284
H -1.238 3.127 -2.686
H -0.239 5.633 -2.858
H -1.411 5.080 -1.576
H -2.938 5.754 -5.047
H -4.151 5.786 -3.807
C 6.601 -1.850 3.651
C 5.229 -2.172 4.213
C 4.569 -3.065 3.167
O 5.656 -3.612 2.408
C 6.890 -3.189 2.998
H 7.369 -1.683 4.407
H 6.537 -1.020 2.947
H 4.647 -1.327 4.593
H 5.362 -2.741 5.142
H 3.918 -2.510 2.489
H 4.017 -3.864 3.666
H 7.644 -3.172 2.207
H 7.253 -3.959 3.690
C 5.613 0.803 -1.456
C 5.277 0.217 -2.822
C 6.090 -1.080 -2.860
O 6.228 -1.486 -1.489
C 5.708 -0.476 -0.639
H 4.794 1.385 -1.036
H 6.562 1.339 -1.472
H 5.473 0.940 -3.617
H 4.212 0.009 -2.955
H 7.068 -0.934 -3.324
H 5.574 -1.911 -3.343
H 6.172 -0.443 0.347
H 4.661 -0.760 -0.427
C 2.391 0.719 4.092
C 3.576 1.630 3.739
C 3.617 2.601 4.936
O 2.676 2.159 5.897
C 2.269 0.810 5.607
H 2.626 -0.293 3.762
H 1.505 1.185 3.661
H 3.434 2.121 2.779
H 4.492 1.038 3.731
H 3.392 3.643 4.701
H 4.639 2.617 5.338
H 1.222 0.763 5.902
H 2.900 0.114 6.165
C -5.931 -0.556 1.797
C -4.685 -1.327 1.360
C -5.333 -2.481 0.608
O -6.258 -1.784 -0.205
C -6.839 -0.738 0.559
H -5.564 0.469 1.868
H -6.369 -0.865 2.741
H -4.084 -1.629 2.220
H -4.049 -0.764 0.676
H -5.890 -3.137 1.292
H -4.641 -3.096 0.033
H -7.837 -1.029 0.919
H -7.002 0.145 -0.058
C 1.114 1.015 0.242
C -0.262 0.916 -0.359
C -0.729 -0.376 0.293
O 0.436 -1.193 0.241
C 1.630 -0.445 0.155
H 1.144 1.261 1.310
H 1.773 1.746 -0.230
H -0.195 0.807 -1.445
H -0.906 1.767 -0.137
H -1.591 -0.896 -0.134
H -1.037 -0.213 1.338
H 2.065 -0.490 -0.852
H 2.371 -0.666 0.922